(1)
{
  "formula": "C5H27BrO11Si2",
  "method": "ωB97M-V/def2-TZVPD",
  "elements": ["C", "C", "C", "Si", "C", "C", "O", "Br", "O", "Si", "H", "H", "H", "H", "H", "H", "H", "H", "H", "O", "H", "H", "O", "H", "H", "O", "H", "H", "O", "H", "H", "O", "H", "H", "O", "H", "H", "O", "H", "H", "O", "H", "H", "O", "H", "H"],
  "positions_angstrom": [[1.482, 6.224, -0.281], [1.098, 5.278, -0.907], [0.645, 4.082, -1.594], [-0.015, 2.842, -0.323], [-1.830, 2.370, -0.562], [-2.819, 3.218, 0.171], [-3.889, 2.841, 0.518], [-2.307, 5.065, 0.521], [0.871, 1.430, -0.426], [2.365, 1.414, 0.341], [2.027, 6.901, 0.326], [1.528, 3.658, -2.069], [-0.078, 4.336, -2.363], [0.164, 3.403, 1.028], [-1.940, 1.367, -0.158], [-2.097, 2.297, -1.612], [2.727, 2.757, 0.836], [3.421, 0.977, -0.592], [2.247, 0.470, 1.448], [3.160, -1.793, 1.398], [2.271, -2.159, 1.483], [3.741, -2.545, 1.546], [-1.846, 0.792, -3.344], [-2.637, 0.236, -3.302], [-1.136, 0.203, -3.064], [0.680, -3.689, 1.533], [0.100, -4.233, 2.080], [0.326, -3.785, 0.642], [0.603, -6.709, 1.973], [0.492, -7.556, 2.417], [1.408, -6.341, 2.351], [-3.131, -1.513, -2.162], [-3.921, -2.063, -2.129], [-2.421, -2.108, -1.894], [-0.810, -1.392, -5.368], [-1.131, -0.565, -4.990], [-0.773, -1.229, -6.314], [3.504, 0.110, 3.755], [3.183, -0.632, 3.222], [4.453, 0.107, 3.603], [0.235, -2.218, 3.768], [0.190, -1.386, 4.250], [0.223, -1.978, 2.837], [-3.411, -3.112, 0.201], [-3.578, -3.212, 1.143], [-3.371, -2.158, 0.064]],
  "lowdin_charge": [0.094, -0.272, -0.256, 0.444, -0.241, -0.849, 0.036, 0.731, -0.448, 0.562, 0.023, 0.086, 0.087, 0.015, 0.088, 0.073, -0.046, -0.056, -0.069, -0.083, 0.007, 0.055, -0.058, 0.029, 0.041, -0.056, 0.043, 0.061, -0.058, 0.039, 0.036, -0.046, 0.056, 0.049, -0.062, -0.006, 0.035, -0.084, -0.016, 0.033, -0.065, 0.042, 0.005, -0.062, 0.044, 0.019],
  "e_homo_ha": -0.34737,
  "homo_lumo_gap_ev": 9.30
}

---

(2)
{
  "formula": "C5H27N2O6",
  "method": "ωB97M-V/def2-TZVPD",
  "elements": ["C", "N", "C", "C", "N", "C", "C", "H", "H", "H", "H", "H", "H", "H", "H", "H", "H", "H", "H", "H", "H", "H", "H", "H", "O", "H", "H", "O", "H", "H", "O", "H", "H", "O", "H", "H", "O", "H", "H", "O"],
  "positions_angstrom": [[-2.056, -0.575, 0.400], [-1.863, -1.665, -0.603], [-3.066, -2.413, -0.887], [-0.847, 0.202, 0.838], [-0.232, 1.081, -0.391], [-0.043, 1.967, 2.517], [-1.168, 1.123, 2.009], [-2.786, 0.039, -0.130], [-2.527, -1.041, 1.320], [-0.938, -2.228, -0.329], [-3.644, -2.822, -0.028], [-2.769, -3.271, -1.541], [-3.770, -1.840, -1.524], [-0.098, -0.629, 0.922], [-0.692, 2.021, -0.545], [-0.142, 0.543, -1.258], [0.685, 1.351, 0.029], [-0.207, 3.040, 2.447], [0.916, 1.577, 2.187], [0.111, 1.744, 3.605], [-1.661, 0.606, 2.786], [-2.061, 1.613, 1.593], [0.322, 0.138, -3.357], [-0.740, 1.165, -3.299], [0.200, 1.097, -3.089], [4.127, 0.133, 2.402], [3.920, -0.383, 1.052], [4.234, -0.682, 1.916], [1.197, -4.572, -0.594], [1.068, -4.362, -2.183], [1.246, -3.926, -1.318], [0.917, -2.470, 0.033], [2.048, -1.617, -0.620], [1.228, -1.570, -0.141], [2.399, 1.505, -2.485], [3.556, 0.832, -1.488], [2.622, 0.958, -1.725], [0.425, 5.140, 0.159], [-0.233, 4.013, 1.078], [0.323, 4.178, 0.244]],
  "lowdin_charge": [-0.221, -0.151, -0.158, -0.252, 0.223, -0.079, -0.209, 0.124, 0.147, 0.130, 0.085, 0.090, 0.084, 0.123, 0.160, 0.086, 0.127, 0.058, 0.082, 0.106, 0.106, 0.128, 0.104, 0.064, -0.070, 0.028, 0.013, -0.045, 0.064, 0.081, -0.065, 0.024, 0.039, -0.071, 0.036, 0.059, -0.065, 0.056, 0.045, -0.088],
  "e_homo_ha": -0.43939,
  "homo_lumo_gap_ev": 9.37,
  "total_charge": 1
}

---

(3)
{
  "formula": "C5H27NO7",
  "method": "ωB97M-V/def2-TZVPD",
  "elements": ["C", "C", "C", "C", "N", "C", "H", "H", "H", "H", "H", "H", "H", "H", "H", "H", "H", "H", "H", "H", "H", "O", "H", "H", "O", "H", "H", "O", "H", "H", "O", "H", "H", "O", "H", "H", "O", "H", "H", "O"],
  "positions_angstrom": [[-1.834, -2.550, -2.269], [-1.573, -1.074, -1.803], [-0.727, -0.997, -0.550], [-0.522, 0.504, -0.209], [0.095, 0.716, 1.111], [0.233, -0.309, 2.170], [-1.096, -3.221, -1.825], [-1.678, -2.583, -3.363], [-2.850, -2.852, -2.020], [-0.934, -0.619, -2.571], [-2.460, -0.448, -1.805], [-1.167, -1.621, 0.211], [0.224, -1.456, -0.748], [0.225, 0.859, -0.921], [-1.429, 1.092, -0.267], [-0.401, 1.486, 1.555], [0.276, -1.338, 1.813], [1.200, -0.187, 2.638], [-0.528, -0.249, 2.965], [1.376, 3.357, 0.591], [2.583, 2.801, -0.222], [1.757, 3.302, -0.287], [2.526, -2.527, 0.968], [3.505, -2.529, -0.133], [2.719, -2.026, 0.151], [2.553, 0.785, 1.307], [3.452, -0.346, 0.628], [3.437, 0.556, 1.007], [-2.277, 1.870, 2.560], [-1.307, 2.266, 3.705], [-1.536, 2.479, 2.793], [1.639, -2.453, -2.339], [2.955, -1.550, -2.348], [2.579, -2.405, -2.549], [-2.272, 0.121, 1.464], [-3.540, 0.959, 1.612], [-3.010, 0.289, 2.067], [-0.602, 3.202, -0.882], [-0.520, 3.320, -2.499], [-1.070, 3.373, -1.706]],
  "lowdin_charge": [-0.090, -0.255, -0.223, -0.225, -0.116, -0.121, 0.062, 0.071, 0.064, 0.105, 0.105, 0.102, 0.081, 0.107, 0.097, 0.043, 0.066, 0.059, 0.074, 0.031, 0.034, -0.055, 0.074, 0.070, -0.073, -0.013, -0.002, -0.082, 0.009, 0.054, -0.073, 0.021, 0.031, -0.054, 0.015, 0.069, -0.038, -0.002, 0.046, -0.068],
  "smiles": "CCCCNC.O.O.O.O.O.O.O",
  "e_homo_ha": -0.32345,
  "homo_lumo_gap_ev": 8.97
}

---

(4)
{
  "formula": "C5H28B2CrO5",
  "method": "ωB97M-V/def2-TZVPD",
  "elements": ["Cr", "B", "H", "H", "H", "H", "B", "H", "H", "H", "H", "C", "O", "H", "H", "H", "H", "C", "O", "H", "H", "H", "H", "C", "O", "H", "H", "H", "H", "C", "O", "H", "H", "H", "H", "C", "O", "H", "H", "H", "H"],
  "positions_angstrom": [[0.384, -0.106, 0.123], [0.227, 2.073, 0.023], [0.163, 3.150, 0.428], [1.202, 1.548, 0.303], [-0.611, 1.424, 0.446], [0.157, 2.086, -1.130], [0.182, -2.226, 0.399], [1.038, -1.861, 1.055], [0.021, -3.338, 0.652], [-0.746, -1.586, 0.567], [0.539, -2.122, -0.707], [3.446, -1.199, -0.545], [2.724, -0.198, 0.199], [3.880, -1.908, 0.164], [2.807, -1.729, -1.242], [4.265, -0.743, -1.106], [3.393, 0.345, 0.630], [-2.109, 0.658, -2.172], [-1.687, -0.244, -1.142], [-2.785, 1.399, -1.733], [-1.286, 1.211, -2.612], [-2.668, 0.172, -2.975], [-2.438, -0.828, -0.993], [-3.261, 0.765, 1.613], [-2.044, 0.025, 1.726], [-3.425, 1.404, 2.483], [-3.172, 1.409, 0.742], [-4.116, 0.097, 1.506], [-2.153, -0.657, 2.398], [0.598, -0.770, -3.089], [0.990, 0.024, -1.949], [0.056, -0.182, -3.826], [1.471, -1.247, -3.536], [-0.050, -1.581, -2.766], [1.574, 0.695, -2.324], [0.468, 1.015, 3.202], [0.783, 0.028, 2.202], [0.203, 1.951, 2.721], [-0.444, 0.710, 3.722], [1.291, 1.095, 3.909], [1.133, -0.758, 2.633]],
  "lowdin_charge": [0.934, -0.306, 0.044, -0.003, -0.006, 0.009, -0.323, -0.011, 0.041, -0.009, 0.011, -0.079, -0.183, 0.102, 0.076, 0.099, 0.119, -0.100, -0.176, 0.094, 0.072, 0.102, 0.118, -0.098, -0.175, 0.090, 0.077, 0.092, 0.103, -0.070, -0.212, 0.096, 0.103, 0.091, 0.131, -0.042, -0.208, 0.087, 0.093, 0.106, 0.114],
  "e_homo_ha": [-0.50475, -0.50579],
  "homo_lumo_gap_ev": [8.39, 10.20],
  "spin_multiplicity": 4,
  "total_charge": 1,
  "s2": 3.78
}

---

(5)
{
  "formula": "C5H28N2O8",
  "method": "ωB97M-V/def2-TZVPD",
  "elements": ["N", "C", "C", "N", "C", "C", "C", "O", "H", "H", "H", "H", "H", "H", "H", "H", "H", "H", "H", "H", "H", "H", "H", "H", "O", "H", "H", "O", "H", "H", "O", "H", "H", "O", "H", "H", "O", "H", "H", "O", "H", "H", "O"],
  "positions_angstrom": [[2.999, 1.428, 0.893], [1.659, 0.810, 0.919], [1.007, 0.933, -0.468], [-0.469, 1.120, -0.405], [-0.867, 2.321, -1.131], [-1.247, -0.033, -0.891], [-2.588, -0.250, -0.149], [-3.292, 0.938, 0.148], [3.583, 0.942, 0.218], [3.472, 1.261, 1.776], [1.737, -0.227, 1.242], [1.055, 1.343, 1.648], [1.260, 0.043, -1.049], [1.466, 1.777, -0.986], [-0.371, 3.213, -0.751], [-1.940, 2.470, -1.042], [-0.638, 2.275, -2.210], [-0.698, -0.964, -0.747], [-1.462, 0.019, -1.966], [-3.254, -0.829, -0.787], [-2.424, -0.820, 0.766], [-2.939, 1.306, 0.968], [0.720, -1.948, -2.641], [0.902, -3.455, -2.449], [0.713, -2.651, -1.952], [2.447, 3.427, 0.770], [0.973, 3.619, 1.069], [1.755, 4.111, 0.800], [-0.966, -3.663, -0.121], [-1.057, -3.385, 1.383], [-0.926, -4.102, 0.738], [-1.252, 1.989, 2.812], [-0.974, 1.320, 1.424], [-1.451, 1.212, 2.279], [1.436, -2.493, -0.289], [1.335, -3.374, 0.946], [1.652, -2.500, 0.665], [-0.793, -0.840, 2.239], [0.295, -1.830, 1.784], [-0.516, -1.763, 2.323], [0.438, 0.263, -3.068], [1.557, -0.160, -4.069], [0.750, -0.454, -3.629]],
  "lowdin_charge": [-0.011, -0.236, -0.172, -0.216, -0.075, -0.165, -0.227, -0.077, 0.081, 0.085, 0.085, 0.093, 0.098, 0.115, 0.079, 0.085, 0.090, 0.097, 0.117, 0.122, 0.100, 0.053, 0.014, 0.069, -0.069, 0.000, 0.003, -0.074, 0.018, 0.005, -0.068, 0.065, 0.009, -0.061, 0.004, 0.049, -0.084, 0.005, -0.004, -0.065, 0.021, 0.075, -0.034],
  "smiles": "CN(CCN)CCO.O.O.O.O.O.O.O",
  "e_homo_ha": -0.35237,
  "homo_lumo_gap_ev": 9.60
}

---

(6)
{
  "formula": "C5H28N2O9",
  "method": "ωB97M-V/def2-TZVPD",
  "elements": ["N", "C", "C", "C", "O", "C", "N", "C", "H", "H", "H", "H", "H", "H", "H", "H", "H", "H", "H", "H", "H", "H", "O", "H", "H", "O", "H", "H", "O", "H", "H", "O", "H", "H", "O", "H", "H", "O", "H", "H", "O", "H", "H", "O"],
  "positions_angstrom": [[-0.067, 1.516, -1.063], [1.054, 0.726, -0.562], [1.264, 0.970, 0.947], [2.639, 1.348, 1.384], [3.534, 1.812, 0.725], [0.996, -0.756, -0.912], [1.218, -0.862, -2.371], [2.076, -2.015, -2.643], [-0.177, 1.487, -2.071], [0.056, 2.496, -0.840], [1.990, 1.057, -1.037], [0.865, 0.092, 1.448], [0.508, 1.684, 1.304], [2.790, 1.295, 2.476], [1.582, -1.467, -0.337], [0.034, -1.234, -0.644], [1.315, -0.009, -2.890], [1.434, -2.877, -2.817], [2.748, -1.831, -3.476], [2.793, -2.229, -1.849], [4.518, -0.897, 1.219], [3.675, -2.143, 1.608], [3.620, -1.225, 1.331], [-1.314, -1.692, -3.408], [-0.375, -0.866, -4.146], [-1.073, -1.508, -4.324], [-2.507, -1.066, 3.238], [-2.746, 0.461, 2.921], [-2.962, -0.442, 2.661], [-1.450, -1.222, 0.496], [-1.193, -0.779, 1.932], [-0.795, -1.283, 1.199], [-2.465, 1.489, 0.483], [-1.684, 2.382, 1.451], [-2.573, 2.197, 1.133], [-4.148, -0.559, 0.989], [-4.152, -1.518, -0.136], [-4.242, -0.570, 0.025], [-2.362, 2.362, -1.668], [-3.084, 3.168, -0.701], [-2.961, 3.122, -1.662], [0.341, -1.956, 2.387], [1.527, -2.149, 3.352], [0.574, -2.024, 3.329]],
  "lowdin_charge": [0.060, -0.367, -0.115, -0.282, 0.053, -0.190, -0.125, -0.119, 0.075, 0.088, 0.133, 0.080, 0.114, 0.122, 0.101, 0.089, 0.093, 0.077, 0.077, 0.068, 0.055, 0.047, -0.037, 0.023, 0.002, -0.070, 0.068, 0.056, -0.046, 0.057, 0.030, -0.090, 0.020, 0.034, -0.046, 0.001, 0.038, -0.057, -0.005, 0.007, -0.070, -0.010, 0.025, -0.065],
  "smiles": "CNC[C@@H](N)CC=O.O.O.O.O.O.O.O.O",
  "e_homo_ha": -0.32426,
  "homo_lumo_gap_ev": 8.74
}

---

| no. | calculated total energy (eV) |
| --- | --- |
| 1 | -113943.8877 |
| 2 | -20880.9853 |
| 3 | -21444.7949 |
| 4 | -45639.4792 |
| 5 | -24999.9727 |
| 6 | -27045.6081 |